[1]
Formula: C11H14NO3
Source: OMol25
Level of theory: ωB97M-V with the def2-TZVPD basis set

```
29
Properties=species:S:1:pos:R:3:lowdin_charge:R:1
C -3.30592 0.30053 -1.13482 0.007
C -2.79700 -0.60972 -0.18717 -0.037
C -2.45600 1.12193 -1.87496 -0.044
C -1.43973 -0.70654 0.09710 0.049
C -1.12158 1.00226 -1.70419 0.019
C -0.57503 0.07349 -0.77427 -0.121
C 2.88857 0.10063 -1.45085 -0.467
C 0.82864 -0.13884 -0.78765 -0.085
C 1.67988 -0.99276 0.13286 -0.417
C 1.56848 -2.48017 0.13096 0.024
C 1.66383 -0.33467 1.58588 0.050
N -0.55786 2.50400 2.29146 0.019
O 3.74700 0.54532 -2.09395 0.282
O 1.54875 0.45480 -1.63552 0.251
O 2.94597 -0.74521 -0.43690 0.134
H -4.35675 0.38839 -1.35801 0.125
H -3.48776 -1.34654 0.15975 0.111
H -2.83775 1.82935 -2.57533 0.120
H -0.88820 -1.43792 0.87716 0.170
H -0.41424 1.56793 -2.36999 0.158
H 2.51871 -2.98138 -0.26295 0.145
H 0.67991 -2.76650 -0.46440 0.105
H 1.38404 -2.95994 1.05565 0.082
H 0.86606 -0.72674 2.28335 0.113
H 1.38820 0.71886 1.65651 0.069
H 2.62617 -0.54133 1.97658 0.089
H -1.27194 2.48932 1.56349 0.006
H 0.14184 3.29658 2.14223 0.067
H -0.96627 2.37485 3.15799 -0.024
```

Relative energy (zero: lowest compared OMol25 entry of this formula, charge and spin) in kcal/mol: 0.0
Charge: +1

[2]
Formula: C32H43NOPdTe
Source: OMol25
Level of theory: ωB97M-V with the def2-TZVPD basis set

```
79
Properties=species:S:1:pos:R:3:lowdin_charge:R:1
Pd -0.67704 0.31939 0.99859 0.757
C 0.05666 3.73816 1.46165 -0.033
C -1.10760 2.84216 1.12283 -0.187
C -1.50212 2.62407 -0.22568 -0.165
C -0.89382 3.51843 -1.30466 -0.022
C -2.43921 1.59402 -0.49692 -0.218
C -2.83724 1.25586 -1.90031 -0.039
C -3.08415 0.91924 0.57028 -0.200
C -4.31076 0.03787 0.30024 -0.004
C -2.90387 1.34143 1.90749 -0.219
C -3.76104 0.99341 3.08510 -0.005
C -1.82872 2.19327 2.17487 -0.262
C -1.44790 2.48472 3.58532 -0.049
H -0.21632 4.62176 2.09190 0.120
H 0.65156 4.06985 0.65393 0.051
H 0.75977 3.12851 2.03735 0.082
H 0.00097 3.13498 -1.79997 0.054
H -0.71263 4.54629 -0.94993 0.097
H -1.58601 3.64497 -2.14910 0.088
H -3.75997 1.77060 -2.24124 0.112
H -3.03989 0.18598 -2.03770 0.076
H -2.03354 1.53448 -2.63181 0.087
H -4.62893 -0.37059 1.21374 0.044
H -4.09891 -0.79471 -0.40747 0.094
H -5.09626 0.65603 -0.11828 0.101
H -4.04020 1.96373 3.50989 0.102
H -3.12745 0.55589 3.84929 0.079
H -4.66077 0.40869 2.87969 0.088
H -2.21659 3.16837 3.99035 0.108
H -0.52949 3.06929 3.67364 0.070
H -1.36376 1.53497 4.20676 0.093
C -0.12990 -2.67337 4.08902 -0.013
C -0.95809 -1.88060 3.11000 -0.761
O -1.92413 -2.38763 2.46963 -0.043
N -0.72791 -0.56331 3.01856 0.117
Te 0.70297 -1.99259 0.39689 1.641
C 0.93070 -2.72066 -1.62990 -0.371
C -0.27569 -3.16531 -2.23040 -0.301
C -1.54705 -3.18698 -1.44045 -0.098
C -0.22808 -3.72307 -3.53139 0.007
C 0.93636 -3.76351 -4.27843 -0.259
C 0.94308 -4.43476 -5.63636 -0.026
C 2.06775 -3.28940 -3.69047 -0.020
C 2.11988 -2.80338 -2.38508 -0.286
C 3.47114 -2.38417 -1.84941 -0.048
C 1.61252 -0.07694 0.41463 -0.490
C 2.45936 0.22974 1.55359 -0.265
C 2.57504 -0.74829 2.70781 -0.080
C 3.16771 1.44131 1.50110 0.000
C 3.16739 2.33515 0.41342 -0.242
C 4.00765 3.59123 0.44074 -0.029
C 2.31028 2.02877 -0.63600 -0.016
C 1.58578 0.81883 -0.68026 -0.300
C 0.84823 0.49194 -1.96431 -0.057
H -0.63521 -2.50687 5.03648 0.098
H 0.88107 -2.33055 4.15728 0.045
H -0.07406 -3.70153 3.82752 0.079
H -1.88181 -2.15603 -1.32513 0.057
H -1.43626 -3.63247 -0.45315 0.060
H -2.29866 -3.76123 -1.95104 0.082
H -1.13974 -4.17461 -3.85491 0.115
H 0.05409 -4.19248 -6.16901 0.068
H 0.92503 -5.51181 -5.45840 0.093
H 1.82627 -4.20039 -6.24232 0.087
H 3.04136 -3.35054 -4.19156 0.130
H 4.33355 -2.60649 -2.43652 0.072
H 3.64996 -2.82917 -0.89171 0.066
H 3.56064 -1.29035 -1.66002 0.087
H 3.32674 -0.42357 3.38631 0.077
H 2.78596 -1.75436 2.31597 0.057
H 1.64109 -0.78255 3.28983 0.045
H 3.82008 1.69423 2.31464 0.120
H 3.87339 4.13164 1.37505 0.084
H 3.91999 4.30544 -0.35946 0.077
H 5.07913 3.29360 0.50611 0.103
H 2.21553 2.65460 -1.51736 0.123
H 0.48575 1.41301 -2.45119 0.068
H -0.10104 -0.02318 -1.81076 0.049
H 1.46742 -0.09848 -2.64939 0.096
```

2S+1: 4
Charge: +1

[3]
Formula: CH5ClN2S
Source: OMol25
Level of theory: ωB97M-V with the def2-TZVPD basis set

```
10
Properties=species:S:1:pos:R:3:lowdin_charge:R:1
C -1.47591 0.35124 -0.05190 -0.058
N -0.35309 -0.50222 0.21636 -0.192
N 0.77034 -0.29285 -0.40505 -0.539
S 1.99774 -1.35339 0.04087 0.791
Cl 1.83472 1.81228 -0.06727 -0.189
H -2.43710 -0.00460 0.47801 0.132
H -1.31466 1.29542 0.42052 0.067
H -1.38970 0.54161 -1.06025 0.064
H -0.51685 -1.08480 1.01697 0.130
H 2.88451 -0.76270 -0.58827 -0.206
```

Relative energy (zero: lowest compared OMol25 entry of this formula, charge and spin) in kcal/mol: 64.4

[4]
Formula: C26H26BN11O6STi
Source: OMol25
Level of theory: ωB97M-V with the def2-TZVPD basis set

```
72
Properties=species:S:1:pos:R:3:lowdin_charge:R:1
Ti 0.55908 0.49428 0.58371 0.975
N 4.00013 2.63179 2.80768 0.041
C 2.75161 2.21367 2.37110 -0.915
S 2.01533 3.05921 1.05565 0.564
N 2.25044 1.22696 3.06186 -0.009
N 1.06956 0.75505 2.52950 -0.159
C 0.24125 0.19004 3.32960 -0.072
C -1.18588 0.24344 3.06309 -0.146
C -2.11023 -0.40396 3.88588 -0.062
C -3.45458 -0.11378 3.81247 -0.120
C -3.88481 0.90863 2.95368 -0.092
C -2.99478 1.57785 2.14430 -0.010
C -1.63900 1.19716 2.09709 -0.350
O -0.81853 1.72779 1.24157 -0.190
H 4.23181 3.57024 2.53515 0.045
H 4.22710 2.36514 3.75373 0.072
H 0.58774 -0.08885 4.32320 0.129
H -1.74478 -1.15123 4.58523 0.106
H -4.17103 -0.66399 4.41028 0.082
H -4.93743 1.16432 2.90288 0.095
H -3.32673 2.35984 1.47068 0.117
B 3.52443 -1.62479 2.14631 -0.440
N 3.97062 -0.54863 1.09916 -0.065
C 5.22991 -0.26432 0.73908 -0.124
C 5.19351 0.66221 -0.29020 -0.086
C 3.82744 0.88864 -0.48574 -0.218
N 3.09272 0.15934 0.35221 -0.002
N 2.36183 -2.42554 1.49588 -0.085
C 2.40059 -3.74137 1.22196 -0.138
C 1.20227 -4.10430 0.63899 -0.086
C 0.47652 -2.90817 0.58353 -0.145
N 1.17340 -1.89477 1.10534 0.039
H 4.45576 -2.39900 2.30068 0.058
H 3.18221 -1.12139 3.18426 0.045
H 6.05971 -0.73575 1.24229 0.103
H 6.02522 1.12377 -0.79846 0.072
H 3.35057 1.54876 -1.19107 0.084
H 3.27546 -4.32230 1.47181 0.099
H 0.90135 -5.08131 0.29577 0.076
H -0.53061 -2.75925 0.23815 0.079
C -0.49265 1.82936 -3.75667 0.017
N 0.44006 0.75351 -3.39061 -0.009
C 0.75127 -0.19841 -4.27516 -0.061
C 1.47204 -1.28094 -3.93200 0.006
C 1.83115 -1.41327 -2.55289 -0.365
N 1.44283 -0.54810 -1.67693 0.177
C 0.77559 0.55169 -2.05236 -0.462
O 0.52012 1.44350 -1.22380 -0.087
N 2.55774 -2.45101 -2.09622 0.192
H -0.26249 2.17152 -4.76341 0.089
H -0.37118 2.64539 -3.05467 0.100
H -1.51999 1.48029 -3.71316 0.091
H 0.40660 -0.01702 -5.28602 0.133
H 1.74733 -2.01977 -4.66974 0.102
H 3.25969 -2.81381 -2.71899 0.104
H 2.87458 -2.31806 -1.13849 0.099
O -2.42768 -1.93715 0.60281 0.045
C -2.14132 -0.93721 -0.03175 -0.529
O -0.90763 -0.45877 -0.13345 -0.202
C -3.17026 -0.17936 -0.79678 -0.151
C -4.45964 -0.70545 -0.95663 -0.033
C -5.43302 -0.02270 -1.65744 -0.019
C -5.14157 1.24012 -2.22546 -0.203
C -3.86094 1.79407 -2.02418 -0.022
C -2.90342 1.08586 -1.32313 -0.051
N -6.09416 1.92297 -2.96204 -0.427
O -7.25766 1.40730 -3.11670 -0.143
O -5.78156 3.05266 -3.48516 -0.145
H -4.66913 -1.67165 -0.51326 0.105
H -6.42567 -0.42371 -1.79947 0.090
H -3.66366 2.78088 -2.42064 0.096
H -1.93452 1.52187 -1.12390 0.095
```

Relative energy (zero: lowest compared OMol25 entry of this formula, charge and spin) in kcal/mol: 59.0
2S+1: 3
Charge: -2

[5]
Formula: HN3O5S
Source: OMol25
Level of theory: ωB97M-V with the def2-TZVPD basis set

```
10
Properties=species:S:1:pos:R:3:lowdin_charge:R:1
N 0.15550 -2.20923 2.04103 -0.287
N -1.27503 1.06946 -0.07716 -0.025
N 0.88578 1.11909 -1.14163 -0.455
O -0.60746 1.26995 -1.34838 -0.021
O 1.42752 0.76010 -2.07842 0.188
O -2.40459 1.31010 -0.16804 0.100
O 1.22816 1.49782 -0.08765 0.126
O 0.27070 -1.13545 -0.17117 -0.521
S 0.69036 -2.24748 0.61680 0.883
H -0.37095 -1.43436 2.41463 0.011
```

Relative energy (zero: lowest compared OMol25 entry of this formula, charge and spin) in kcal/mol: 11.5

Number 1: electronic energy -19258.6366 eV. Number 2: electronic energy -48183.8863 eV. Number 3: electronic energy -27452.6042 eV. Number 4: electronic energy -90690.5920 eV. Number 5: electronic energy -25551.1287 eV.